(1)
Density functional theory data (ωB97M-V with the def2-TZVPD basis set) for 12 unconnected molecules or ions with the total composition C28H54Cl23N2.

Last column: Löwdin charge in e.
Element x y z (Å)
1 C 1.1679 -5.6811 1.2879  -0.090
2 C 1.1277 -7.2023 1.4881  -0.230
3 C -0.2858 -7.8526 1.4016  -0.585
4 Cl -0.3655 -9.0017 0.0247  0.668
5 C -1.4429 -6.9103 1.3674  -0.306
6 N -1.7992 -5.9791 0.4882  0.171
7 C -2.9482 -5.3479 0.9439  -0.017
8 C -3.2881 -5.9406 2.1109  -0.144
9 N -2.3340 -6.9058 2.3587  0.165
10 H 0.5827 -5.1472 2.0383  0.082
11 H 0.7498 -5.3818 0.3244  0.062
12 H 2.2032 -5.3498 1.2954  0.086
13 H 1.7730 -7.6443 0.7356  0.095
14 H 1.4866 -7.3902 2.4985  0.114
15 H -0.4124 -8.4713 2.2855  0.103
16 H -1.2576 -5.7793 -0.3381  0.172
17 H -3.4017 -4.5347 0.4073  0.041
18 H -4.1328 -5.6873 2.7115  0.075
19 H -2.3383 -7.4869 3.1870  0.140
20 Cl -4.9336 -2.7518 -0.2947  0.574
21 C -4.8375 -0.9810 -0.0672  -0.642
22 C -3.8608 -0.6150 1.0160  -0.683
23 Cl -4.4385 -1.1073 2.6377  0.540
24 H -5.8369 -0.6134 0.1508  0.079
25 H -4.5137 -0.5578 -1.0151  -0.002
26 H -3.7212 0.4627 1.0273  -0.020
27 H -2.8901 -1.0776 0.8538  0.072
28 Cl -2.0511 -7.3093 6.0842  0.547
29 C -1.8126 -5.6076 6.6006  -0.658
30 C -2.9706 -4.7330 6.2058  -0.619
31 Cl -3.0608 -4.5309 4.4330  0.651
32 H -0.8791 -5.2571 6.1699  0.038
33 H -1.7066 -5.6152 7.6837  0.068
34 H -2.8560 -3.7419 6.6394  0.037
35 H -3.9206 -5.1417 6.5417  0.067
36 Cl -3.6321 0.3251 -3.3772  0.590
37 C -3.4679 2.1020 -3.2249  -0.634
38 C -2.4797 2.4916 -2.1600  -0.654
39 Cl -3.0562 2.0962 -0.5139  0.625
40 H -4.4574 2.5082 -3.0321  0.062
41 H -3.1284 2.4744 -4.1886  0.031
42 H -2.3167 3.5674 -2.1893  0.072
43 H -1.5219 1.9960 -2.2941  -0.019
44 Cl -7.0093 -3.8466 6.2646  0.540
45 C -6.8226 -2.0718 6.2493  -0.647
46 C -5.3754 -1.6623 6.3079  -0.662
47 Cl -4.6336 -2.0376 7.8888  0.567
48 H -7.3879 -1.6656 7.0841  0.072
49 H -7.2673 -1.7123 5.3228  0.074
50 H -5.2859 -0.5869 6.1640  0.076
51 H -4.7932 -2.1613 5.5354  0.022
52 Cl 0.9805 -6.7436 10.1636  0.547
53 C 2.1105 -6.4138 8.8278  -0.667
54 C 2.3992 -4.9420 8.6771  -0.648
55 Cl 0.9702 -4.0363 8.1087  0.558
56 H 1.6837 -6.8303 7.9182  0.063
57 H 3.0337 -6.9462 9.0509  0.075
58 H 3.1852 -4.7945 7.9384  0.073
59 H 2.7222 -4.4987 9.6152  0.072
60 Cl 0.5785 1.6986 -1.1109  0.585
61 C 1.7560 1.9568 -2.4271  -0.640
62 C 2.0810 3.4122 -2.6222  -0.687
63 Cl 0.6901 4.3261 -3.2695  0.548
64 H 1.3446 1.5141 -3.3306  0.000
65 H 2.6580 1.4097 -2.1572  0.073
66 H 2.8901 3.5142 -3.3383  -0.002
67 H 2.3880 3.8840 -1.6916  0.067
68 Cl 6.9192 6.4450 -2.4996  0.530
69 C 5.9430 5.5448 -1.3201  -0.660
70 C 6.0847 4.0531 -1.4839  -0.632
71 Cl 5.3414 3.4682 -2.9992  0.592
72 H 4.9082 5.8659 -1.4279  0.054
73 H 6.2920 5.8365 -0.3305  0.079
74 H 5.5791 3.5416 -0.6657  0.073
75 H 7.1281 3.7491 -1.4857  0.069
76 Cl 2.6022 7.5041 -3.5351  0.530
77 C 2.8988 9.2632 -3.5606  -0.656
78 C 4.3647 9.6047 -3.4881  -0.662
79 Cl 5.0748 9.2168 -1.9030  0.505
80 H 2.3463 9.7062 -2.7360  0.068
81 H 2.4827 9.6372 -4.4947  0.073
82 H 4.4991 10.6748 -3.6395  0.075
83 H 4.9377 9.0762 -4.2471  0.063
84 Cl -6.3885 2.2524 -5.5902  0.549
85 C -5.7035 2.7749 -7.1513  -0.651
86 C -4.2210 3.0327 -7.0648  -0.653
87 Cl -3.8414 4.4662 -6.0736  0.557
88 H -6.2452 3.6601 -7.4744  0.070
89 H -5.8939 1.9751 -7.8650  0.074
90 H -3.8226 3.2211 -8.0602  0.075
91 H -3.6950 2.1808 -6.6387  0.061
92 Cl 0.2983 -0.2289 -4.9921  0.580
93 C -0.2467 -1.9195 -5.1555  -0.643
94 C -1.1373 -2.3498 -4.0186  -0.662
95 Cl -0.2541 -2.4759 -2.4700  0.513
96 H 0.6370 -2.5480 -5.2332  0.069
97 H -0.7982 -1.9836 -6.0920  0.076
98 H -1.5472 -3.3363 -4.2298  0.073
99 H -1.9610 -1.6560 -3.8761  -0.004
100 Cl 10.4881 7.8985 -2.3237  0.531
101 C 10.1156 8.6568 -3.8930  -0.664
102 C 9.4491 9.9993 -3.7316  -0.647
103 Cl 7.7991 9.8569 -3.0675  0.533
104 H 9.4925 7.9687 -4.4597  0.065
105 H 11.0616 8.7785 -4.4181  0.072
106 H 9.3606 10.4837 -4.7031  0.072
107 H 10.0209 10.6496 -3.0743  0.068

Properties
* gap between HOMO and LUMO: 8.92 eV
* net charge: +1
* 2S+1: 1
* energy: -11793.062720 Eh

---

(2)
Density functional theory data (ωB97M-V with the def2-TZVPD basis set) for a molecular structure, C28H54ClN3NbO10P.

Last column: Löwdin charge in e.
Element x y z (Å)
1 C -3.2487 4.6079 3.8913  -0.317
2 C -3.1261 4.3464 2.3084  -0.445
3 Nb -1.6439 2.6560 1.7344  1.590
4 N -2.8831 1.1883 2.7268  -0.204
5 C -2.8356 2.5175 -0.2238  -0.375
6 C -4.1182 1.5508 -0.1651  -0.315
7 C -3.7215 -0.0226 -0.3085  -0.290
8 N -4.0183 -0.4748 -1.7314  -0.064
9 C -0.2626 4.2351 0.9039  -0.408
10 C 0.9783 3.7992 0.0145  -0.274
11 C 2.3543 3.4999 0.8370  -0.233
12 N 2.7756 2.1060 0.5564  -0.084
13 C 4.0056 1.6726 1.2596  -0.213
14 C 3.7691 0.0932 1.5860  -0.065
15 C 3.5957 -0.8544 0.3414  -0.022
16 C 3.3061 -2.3444 0.6553  -0.105
17 C 3.1849 -2.9267 2.1080  -0.092
18 C 3.4071 -1.9981 3.3366  -0.008
19 C 3.7017 -0.4797 3.0377  -0.191
20 O 3.8848 0.3372 4.1878  -0.092
21 C -0.2981 0.8929 1.1807  -0.714
22 O -0.0969 0.6185 -0.0687  -0.241
23 O 0.2700 0.0119 2.1128  -0.327
24 P -0.5350 3.0011 4.0416  0.299
25 O -1.4182 2.0146 5.1934  -0.532
26 Cl 1.4252 2.2654 4.1496  0.084
27 H -3.4300 3.6597 4.5183  0.041
28 H -2.3977 5.2617 4.2970  0.030
29 H -4.2119 5.2509 4.0259  0.038
30 H -4.1854 4.0738 1.9464  0.025
31 H -2.7504 5.3019 1.7911  0.022
32 H -2.6019 0.2372 2.4591  -0.027
33 H -3.8854 1.3731 2.6167  -0.041
34 H -3.2405 3.5602 -0.5261  0.032
35 H -2.1610 2.1217 -1.0547  0.035
36 H -4.8452 1.7491 0.6926  0.067
37 H -4.7321 1.7732 -1.1268  0.079
38 H -2.5739 -0.1051 -0.1982  0.088
39 H -4.2607 -0.6822 0.4537  0.097
40 H -3.2917 -1.1998 -1.9135  0.036
41 H -3.7268 0.3020 -2.3630  0.050
42 H 0.0896 4.9338 1.7642  0.039
43 H -0.9096 4.9304 0.2324  0.038
44 H 1.2534 4.7229 -0.6409  0.081
45 H 0.7918 2.9629 -0.7539  0.089
46 H 3.1964 4.1859 0.4141  0.075
47 H 2.2465 3.7888 1.9306  0.076
48 H 2.8737 1.9203 -0.4516  0.106
49 H 4.9448 1.7526 0.5766  0.102
50 H 4.2571 2.2435 2.2128  0.101
51 H 3.6658 -0.4927 -0.7398  0.089
52 H 3.1592 -3.0661 -0.2177  0.058
53 H 2.9288 -4.0233 2.2942  0.066
54 H 3.3541 -2.4167 4.4031  0.089
55 H 4.5523 1.0240 3.9607  0.086
56 H -0.7709 1.6438 5.8430  0.004
57 O -3.2682 -5.0964 -3.3481  0.073
58 C -2.1258 -4.7309 -3.1662  -0.512
59 O -1.8427 -3.4243 -3.0635  0.002
60 C -0.5698 -2.8964 -2.6464  -0.207
61 C 0.3758 -2.7659 -3.8231  -0.066
62 C -0.9933 -5.7205 -3.1509  0.012
63 H -0.1462 -3.4864 -1.8308  0.120
64 H -0.7695 -1.9034 -2.2356  0.127
65 H 0.5983 -3.7383 -4.2695  0.060
66 H 1.3154 -2.3053 -3.5110  0.082
67 H -0.0743 -2.1520 -4.6077  0.082
68 H -0.6492 -5.8909 -4.1719  0.097
69 H -1.3631 -6.6611 -2.7362  0.083
70 H -0.1580 -5.4183 -2.5219  0.074
71 O -3.3312 -9.3420 -4.5416  0.090
72 C -3.9951 -9.2523 -3.5333  -0.520
73 O -4.3936 -10.3663 -2.8849  -0.013
74 C -5.0004 -10.3704 -1.5856  -0.238
75 C -6.5001 -10.1768 -1.6852  -0.072
76 C -4.4716 -7.9155 -3.0375  0.012
77 H -4.5261 -9.6399 -0.9265  0.114
78 H -4.7937 -11.3534 -1.1547  0.118
79 H -6.7509 -9.2065 -2.1181  0.069
80 H -6.9631 -10.2454 -0.6982  0.079
81 H -6.9404 -10.9378 -2.3348  0.080
82 H -5.4094 -7.6598 -3.5327  0.104
83 H -3.7181 -7.1647 -3.2883  0.054
84 H -4.5964 -7.8703 -1.9568  0.079
85 O 3.7766 6.0304 -0.2242  0.102
86 C 4.9243 6.3614 -0.0569  -0.507
87 O 5.2461 7.6683 0.0572  -0.005
88 C 6.5341 8.1503 0.4588  -0.241
89 C 7.4657 8.2684 -0.7310  -0.075
90 C 6.0289 5.3409 -0.0701  0.016
91 H 6.9527 7.5370 1.2602  0.112
92 H 6.3698 9.1432 0.8852  0.120
93 H 7.6519 7.2964 -1.1922  0.066
94 H 8.4241 8.6970 -0.4283  0.075
95 H 7.0222 8.9053 -1.5007  0.081
96 H 6.3528 5.1727 -1.0982  0.096
97 H 5.6382 4.4064 0.3398  0.079
98 H 6.8823 5.6120 0.5498  0.069

Properties
* gap between HOMO and LUMO: 3.55 eV
* net charge: -2
* 2S+1: 1
* energy: -2874.082886 Eh